(1)
Computed, not measured: C2H2N3P in the gas phase at a distorted geometry, with ωB97M-V with the def2-TZVPD basis set.

Geometry as XYZ:
```
8
Properties=species:S:1:pos:R:3:mulliken_charge:R:1
N -0.9458 -2.5663 0.2947 -0.358
C -0.8397 -1.6806 -0.4062 0.059
P 0.1932 0.1619 -1.0460 0.200
N -0.6417 1.2410 -0.0959 -0.431
C 1.4690 -0.1842 0.1271 0.329
N 2.4785 -0.2005 0.6975 -0.311
H -1.4272 1.9015 -0.4285 0.248
H -0.2863 1.3273 0.8571 0.264
```

Results
Total energy = -15863.478 eV
Charge = 0
Energy above the lowest of the compared OMol25 structures with the same formula, charge and spin = 118.1 kJ/mol
HOMO-LUMO gap = 10.1113 eV
SMILES = N#CP(N)C#N
Highest occupied orbital energy = -10.8 eV

(2)
Computed, not measured: a 11-piece molecular cluster, C42H96Br2N15O16P2 overall at a distorted geometry, with ωB97M-V with the def2-TZVPD basis set.

Geometry as XYZ:
```
173
Properties=species:S:1:pos:R:3:mulliken_charge:R:1
C 0.7406 -1.7140 3.3739 0.333
C 1.5014 -0.6029 3.8484 -0.672
N 2.0774 0.4482 3.0103 0.272
C 1.9336 0.1855 1.5906 -1.665
N 3.1422 -0.2491 0.8754 1.704
C 4.1349 0.8517 0.7842 -1.190
C 4.8551 1.0198 -0.6377 0.253
C 5.1769 2.6117 -0.7793 -0.967
C 4.0163 3.4116 -1.5071 0.367
O 2.9080 3.4945 -0.9124 -0.544
O 4.1205 4.0817 -2.7408 -0.295
C 5.1848 3.5488 -3.5780 0.126
C 5.1384 4.2644 -4.9987 -0.997
C 3.6431 -1.5567 1.3033 -0.906
Br 4.6448 -1.6382 3.0174 -0.061
C 4.5719 -2.3275 0.2165 -0.132
C 6.1500 -2.0049 0.3830 -1.246
Br 3.9474 -2.1720 -1.6476 0.089
N 0.7314 0.3688 1.0225 0.977
P -0.7540 0.9554 1.7417 0.616
N -0.6957 1.5628 3.1966 -0.686
O -1.3173 2.2345 0.7345 -0.479
O -1.8808 -0.3382 1.6371 -0.542
P 0.6345 -0.0598 -0.7361 0.557
N 0.8452 -1.6536 -0.7775 -0.698
O -0.9017 0.2007 -1.3893 -0.452
O 1.7174 0.8038 -1.6833 0.031
H -0.3588 -1.7567 3.6874 0.173
H 1.1582 -2.5575 2.7366 -0.217
H 1.6556 -0.4904 4.9796 0.301
H 3.0366 0.7057 3.2837 0.499
H 4.9522 0.8618 1.5754 0.234
H 3.5452 1.8333 0.9415 0.759
H 5.8678 0.5075 -0.7201 0.256
H 4.2400 0.6802 -1.5265 -0.077
H 5.2368 3.0210 0.2902 0.505
H 6.2084 2.7264 -1.2389 0.406
H 5.0437 2.4149 -3.7060 0.156
H 6.2053 3.7500 -3.0859 0.169
H 6.0958 4.0549 -5.5954 0.355
H 4.2578 3.9337 -5.6485 0.079
H 5.0934 5.4055 -4.8904 0.318
H 2.7333 -2.2446 1.4455 0.131
H 4.4747 -3.4385 0.4989 0.495
H 6.3656 -0.9656 0.7800 0.304
H 6.5984 -2.7793 1.0843 0.395
H 6.6678 -2.1614 -0.6329 0.313
H -1.3439 1.0061 3.7746 0.257
H -0.4673 2.6792 0.4727 0.316
H -2.6321 -0.1276 2.2423 0.299
H 1.0113 -2.0103 0.1729 0.125
H -1.4611 -0.5970 -1.2110 0.354
H 1.4545 0.7822 -2.6387 0.148
C -3.5690 7.0227 2.4031 -0.033
O -4.0681 8.1215 2.2510 -0.632
N -3.8512 5.9185 1.6588 0.175
C -3.2110 4.6417 1.9077 -0.881
C -4.8208 6.0220 0.5866 -1.014
H -2.8201 6.8317 3.1895 0.443
H -2.6718 4.3325 1.0092 0.495
H -3.9777 3.9001 2.1472 0.240
H -2.5086 4.7126 2.7405 0.303
H -4.4825 6.7723 -0.1324 0.338
H -5.7806 6.3415 0.9998 0.322
H -4.9393 5.0608 0.0854 0.318
C 7.2555 -0.8370 -4.4244 -0.047
O 6.7905 -0.7921 -3.2989 -0.504
N 6.6638 -1.4379 -5.4902 0.237
C 7.2747 -1.4520 -6.8040 -0.926
C 5.3795 -2.0855 -5.3038 -0.773
H 8.2262 -0.3764 -4.6700 0.326
H 6.6055 -0.9592 -7.5136 0.310
H 7.4348 -2.4882 -7.1113 0.320
H 8.2328 -0.9301 -6.7945 0.305
H 4.6550 -1.3483 -4.9487 0.109
H 5.4816 -2.8695 -4.5490 0.274
H 5.0298 -2.5208 -6.2400 0.428
C -5.6276 1.5481 0.8458 0.082
O -5.1041 2.2401 1.7008 -0.636
N -6.3466 0.4173 1.0831 0.155
C -6.9411 -0.3552 0.0102 -0.933
C -6.5237 -0.0286 2.4524 -0.849
H -5.5546 1.7974 -0.2254 0.305
H -8.0231 -0.3941 0.1563 0.341
H -6.5325 -1.3686 0.0317 0.339
H -6.7277 0.0956 -0.9599 0.299
H -7.0261 0.7555 3.0232 0.311
H -5.5438 -0.2131 2.9000 0.143
H -7.1180 -0.9420 2.4828 0.385
C 2.4416 0.3385 -6.8935 -0.021
O 2.6483 -0.8533 -7.0226 -0.556
N 1.3417 0.8871 -6.3042 0.193
C 1.1666 2.3216 -6.1877 -0.882
C 0.3149 0.0083 -5.7778 -0.926
H 3.1579 1.0929 -7.2579 0.388
H 1.0843 2.5869 -5.1303 0.291
H 0.2520 2.6128 -6.7097 0.361
H 2.0121 2.8546 -6.6246 0.252
H 0.7541 -0.6420 -5.0161 0.235
H -0.0741 -0.6145 -6.5865 0.263
H -0.4976 0.5894 -5.3398 0.411
C 4.9324 -6.6252 -4.3505 -0.010
O 5.7878 -5.9611 -3.7929 -0.551
N 3.6278 -6.2645 -4.4938 0.313
C 2.6631 -7.1085 -5.1725 -0.843
C 3.1882 -4.9955 -3.9510 -0.623
H 5.1613 -7.6059 -4.7981 0.276
H 2.2518 -6.5622 -6.0235 0.291
H 1.8596 -7.3607 -4.4757 0.290
H 3.1292 -8.0281 -5.5290 0.306
H 3.7619 -4.1900 -4.4146 -0.237
H 3.3737 -4.9826 -2.8744 0.345
H 2.1249 -4.8455 -4.1420 0.377
C -4.6078 4.2299 5.8801 0.344
O -4.7280 3.0746 6.2527 -0.697
N -4.5773 5.3200 6.6933 0.183
C -4.4308 6.6658 6.1710 -0.445
C -4.6947 5.1318 8.1261 -1.013
H -4.5109 4.4859 4.8118 0.120
H -3.5253 7.1129 6.5903 0.373
H -5.3029 7.2567 6.4649 0.270
H -4.3541 6.6563 5.0825 -0.096
H -3.8780 4.4932 8.4723 0.344
H -5.6434 4.6367 8.3468 0.295
H -4.6539 6.0913 8.6414 0.355
C 3.1437 -4.9820 3.3138 0.012
O 2.8615 -3.9232 2.7712 -0.501
N 2.5005 -6.1593 3.1160 0.210
C 2.8960 -7.3754 3.7992 -0.944
C 1.3821 -6.2040 2.1929 -0.879
H 3.9750 -5.0590 4.0325 0.288
H 3.1730 -8.1271 3.0564 0.359
H 2.0543 -7.7398 4.3925 0.334
H 3.7461 -7.1941 4.4583 0.285
H 1.7223 -5.8938 1.2016 0.295
H 0.6095 -5.5095 2.5316 0.200
H 0.9704 -7.2117 2.1403 0.376
C 0.9951 -5.9754 -8.7293 0.085
O 0.7799 -6.6728 -7.7548 -0.598
N 0.6630 -4.6596 -8.8428 0.162
C 0.9532 -3.8937 -10.0382 -0.875
C -0.0014 -4.0045 -7.7333 -0.876
H 1.4948 -6.3738 -9.6269 0.311
H 1.6031 -3.0553 -9.7752 0.292
H 0.0167 -3.5142 -10.4546 0.331
H 1.4521 -4.5117 -10.7859 0.294
H 0.6360 -4.0635 -6.8476 0.162
H -0.9417 -4.5202 -7.5228 0.356
H -0.2016 -2.9596 -7.9715 0.354
C -7.9732 6.8664 6.6327 0.300
O -7.1175 7.5343 7.1847 -0.699
N -9.2784 7.2231 6.4930 0.103
C -10.2396 6.3723 5.8215 -0.920
C -9.7213 8.4946 7.0332 -0.934
H -7.7432 5.8842 6.1877 0.163
H -10.6573 6.9112 4.9675 0.348
H -11.0402 6.1180 6.5206 0.338
H -9.7683 5.4539 5.4687 0.303
H -9.1523 9.3011 6.5650 0.295
H -9.5330 8.5125 8.1092 0.293
H -10.7854 8.6397 6.8450 0.378
C -1.4415 -4.3838 5.2799 0.523
O -1.2240 -5.5731 5.1464 -0.649
N -2.5562 -3.8459 5.8493 0.134
C -2.7422 -2.4143 5.9725 -0.847
C -3.5893 -4.7342 6.3481 -0.959
H -0.7226 -3.6226 4.9362 0.018
H -2.8483 -2.1577 7.0291 0.359
H -3.6479 -2.1244 5.4333 0.332
H -1.8902 -1.8730 5.5575 0.211
H -3.1628 -5.3864 7.1136 0.291
H -3.9575 -5.3534 5.5267 0.308
H -4.4137 -4.1610 6.7730 0.387
```

Results
Total energy = -258875.070 eV
Charge = +1
Energy above the lowest of the compared OMol25 structures with the same formula, charge and spin = 509.4 kJ/mol
HOMO-LUMO gap = 5.4922 eV
Highest occupied orbital energy = -10.0 eV

(3)
Computed, not measured: C27H23BF4GaN5O2 as an isolated structure, with ωB97M-V with the def2-TZVPD basis set.

Geometry as XYZ:
```
63
Properties=species:S:1:pos:R:3:mulliken_charge:R:1
Ga 0.2462 -0.0480 -0.2128 0.374
N -0.4622 0.1103 1.8257 -0.180
N -0.8929 -1.1948 2.1233 -0.387
C -1.0933 -2.0946 1.0654 0.529
O -1.6946 -3.1206 1.2579 -0.655
O -0.5476 -1.7199 -0.0683 -0.618
H 0.2932 0.3778 2.4494 0.353
H -1.2167 0.7922 1.8927 0.329
H -1.5198 -1.3149 2.9042 0.268
F -0.1002 2.0986 -0.1822 -0.248
B -1.5734 2.1672 -0.1874 0.339
F -1.9930 2.5648 1.0646 -0.358
F -1.9962 2.9485 -1.2161 -0.325
F -1.8993 0.7841 -0.3877 -0.316
N -0.1794 1.0887 -7.2620 -0.015
C -0.3047 0.6563 -8.5667 0.709
C -0.3135 1.3302 -9.7857 -1.021
C -0.4574 0.5529 -10.9162 -0.407
C -0.5868 -0.8462 -10.8389 -0.511
C -0.5787 -1.5027 -9.6277 -0.723
C -0.4393 -0.7328 -8.4719 0.594
N -0.4095 -1.1286 -7.1447 -0.667
C -0.2575 -0.0267 -6.4687 -0.112
C -0.1729 0.0204 -5.0032 1.073
C 0.3532 1.1111 -4.3218 -1.029
C 0.4079 1.0805 -2.9448 -0.051
N -0.0293 0.0297 -2.2431 0.318
C -0.5406 -1.0296 -2.8914 -0.376
C -0.6248 -1.0676 -4.2652 -0.846
H -0.1409 2.0424 -6.9491 0.203
H -0.2126 2.4058 -9.8480 0.380
H -0.4693 1.0299 -11.8872 0.380
H -0.6952 -1.4133 -11.7537 0.381
H -0.6797 -2.5776 -9.5612 0.435
H 0.7417 1.9771 -4.8402 0.346
H 0.8120 1.9057 -2.3756 0.589
H -0.8889 -1.8422 -2.2690 0.654
H -1.0348 -1.9298 -4.7706 0.523
C 6.8459 2.4492 0.7438 -0.453
C 6.4826 1.5110 -0.2145 -0.654
C 5.1566 1.1342 -0.3578 -0.100
C 4.1675 1.6884 0.4553 0.052
C 4.5408 2.6511 1.3916 -0.443
C 5.8689 3.0223 1.5452 -0.590
C 2.7317 1.3340 0.3179 0.251
C 2.1930 0.1392 0.0374 0.068
C 2.9761 -1.1248 -0.0426 -0.491
C 2.8122 -2.0001 -1.1159 0.220
C 3.5193 -3.1921 -1.1869 -0.891
C 4.3912 -3.5432 -0.1675 -0.443
C 4.5475 -2.6938 0.9210 -0.743
C 3.8495 -1.4990 0.9816 -0.057
H 7.8825 2.7400 0.8564 0.383
H 7.2363 1.0715 -0.8556 0.399
H 4.8818 0.4041 -1.1079 0.403
H 3.7772 3.1098 2.0100 0.388
H 6.1396 3.7640 2.2857 0.381
H 2.0664 2.1796 0.4567 0.484
H 2.1298 -1.7418 -1.9178 0.274
H 3.3800 -3.8511 -2.0343 0.428
H 4.9363 -4.4771 -0.2142 0.394
H 5.2155 -2.9658 1.7287 0.401
H 3.9765 -0.8413 1.8330 0.406
```

Results
Total energy = -103849.703 eV
Charge = 0
HOMO-LUMO gap = 7.4520 eV
Highest occupied orbital energy = -8.3 eV

(4)
Computed, not measured: a 2-piece molecular cluster, C4H4O2 overall at a distorted geometry, with ωB97M-V with the def2-TZVPD basis set.

Geometry as XYZ:
```
10
Properties=species:S:1:pos:R:3:mulliken_charge:R:1
C -1.4128 0.3760 0.0234 0.604
C -0.6244 0.9086 1.1477 -0.471
C 0.0090 0.5279 -0.3168 0.476
C 0.8878 -0.5534 -0.8540 -0.909
O -2.4080 -0.2316 -0.2629 -0.515
O 0.3598 1.5790 0.5476 -0.204
H 0.0111 -0.2379 2.6183 0.171
H 0.1073 -1.3590 -1.3480 0.274
H 1.4074 -0.8749 0.0384 0.308
H 1.6627 -0.1347 -1.5937 0.266
```

Results
Total energy = -8299.873 eV
Charge = 0
Energy above the lowest of the compared OMol25 structures with the same formula, charge and spin = 695.1 kJ/mol
HOMO-LUMO gap (alpha / beta) = 7.8133 / 7.9624 eV
Highest occupied orbital energy (alpha / beta) = -9.2 / -9.2 eV

Please write out number 3 again, unchanged.
Computed, not measured: C27H23BF4GaN5O2 as an isolated structure, with ωB97M-V with the def2-TZVPD basis set.

Geometry as XYZ:
```
63
Properties=species:S:1:pos:R:3:mulliken_charge:R:1
Ga 0.2462 -0.0480 -0.2128 0.374
N -0.4622 0.1103 1.8257 -0.180
N -0.8929 -1.1948 2.1233 -0.387
C -1.0933 -2.0946 1.0654 0.529
O -1.6946 -3.1206 1.2579 -0.655
O -0.5476 -1.7199 -0.0683 -0.618
H 0.2932 0.3778 2.4494 0.353
H -1.2167 0.7922 1.8927 0.329
H -1.5198 -1.3149 2.9042 0.268
F -0.1002 2.0986 -0.1822 -0.248
B -1.5734 2.1672 -0.1874 0.339
F -1.9930 2.5648 1.0646 -0.358
F -1.9962 2.9485 -1.2161 -0.325
F -1.8993 0.7841 -0.3877 -0.316
N -0.1794 1.0887 -7.2620 -0.015
C -0.3047 0.6563 -8.5667 0.709
C -0.3135 1.3302 -9.7857 -1.021
C -0.4574 0.5529 -10.9162 -0.407
C -0.5868 -0.8462 -10.8389 -0.511
C -0.5787 -1.5027 -9.6277 -0.723
C -0.4393 -0.7328 -8.4719 0.594
N -0.4095 -1.1286 -7.1447 -0.667
C -0.2575 -0.0267 -6.4687 -0.112
C -0.1729 0.0204 -5.0032 1.073
C 0.3532 1.1111 -4.3218 -1.029
C 0.4079 1.0805 -2.9448 -0.051
N -0.0293 0.0297 -2.2431 0.318
C -0.5406 -1.0296 -2.8914 -0.376
C -0.6248 -1.0676 -4.2652 -0.846
H -0.1409 2.0424 -6.9491 0.203
H -0.2126 2.4058 -9.8480 0.380
H -0.4693 1.0299 -11.8872 0.380
H -0.6952 -1.4133 -11.7537 0.381
H -0.6797 -2.5776 -9.5612 0.435
H 0.7417 1.9771 -4.8402 0.346
H 0.8120 1.9057 -2.3756 0.589
H -0.8889 -1.8422 -2.2690 0.654
H -1.0348 -1.9298 -4.7706 0.523
C 6.8459 2.4492 0.7438 -0.453
C 6.4826 1.5110 -0.2145 -0.654
C 5.1566 1.1342 -0.3578 -0.100
C 4.1675 1.6884 0.4553 0.052
C 4.5408 2.6511 1.3916 -0.443
C 5.8689 3.0223 1.5452 -0.590
C 2.7317 1.3340 0.3179 0.251
C 2.1930 0.1392 0.0374 0.068
C 2.9761 -1.1248 -0.0426 -0.491
C 2.8122 -2.0001 -1.1159 0.220
C 3.5193 -3.1921 -1.1869 -0.891
C 4.3912 -3.5432 -0.1675 -0.443
C 4.5475 -2.6938 0.9210 -0.743
C 3.8495 -1.4990 0.9816 -0.057
H 7.8825 2.7400 0.8564 0.383
H 7.2363 1.0715 -0.8556 0.399
H 4.8818 0.4041 -1.1079 0.403
H 3.7772 3.1098 2.0100 0.388
H 6.1396 3.7640 2.2857 0.381
H 2.0664 2.1796 0.4567 0.484
H 2.1298 -1.7418 -1.9178 0.274
H 3.3800 -3.8511 -2.0343 0.428
H 4.9363 -4.4771 -0.2142 0.394
H 5.2155 -2.9658 1.7287 0.401
H 3.9765 -0.8413 1.8330 0.406
```

Results
Total energy = -103849.703 eV
Charge = 0
HOMO-LUMO gap = 7.4520 eV
Highest occupied orbital energy = -8.3 eV

- Among the records above, which one has the highest total energy?
  C4H4O2

- Among the records above, which one has the highest total energy?
  C4H4O2